Entry 1:
ORCA calculation (ωB97M-V with the def2-TZVPD basis set) on the molecule C18H27ClN2O4S.

- Gap between HOMO and LUMO: 8.65 eV
- HOMO level: -8.71 eV
- Energy relative to the best compared isomer or geometry (same formula, charge and spin): 1866.9 kJ/mol
- SMILES string: COCCCNC(=O)[C@H]1CC[C@H](CNS(=O)(=O)c2ccc(Cl)cc2)CC1

The geometry in ORCA input format:
```
! RIJCOSX wB97M-V def2-TZVPD def2/J DEFGRID3
* xyz 0 1
C -6.89436 -1.47250 1.58591
O -6.39294 -1.27382 0.12943
C -6.13233 -0.10097 -0.27867
C -4.81110 0.22554 0.14383
C -4.46023 1.76988 -0.43260
N -3.20168 2.21685 0.07081
C -1.99649 2.09791 -0.61354
O -2.12179 2.04206 -1.75896
C -0.85152 2.56181 0.04459
C 0.30628 2.87949 -0.92497
C 1.67397 3.29660 -0.11785
C 2.11896 1.83394 0.22681
C 3.42981 1.99947 1.07529
N 3.97698 0.67588 1.32296
S 4.22772 -0.42620 0.15350
O 4.56559 0.43149 -1.46165
O 5.34667 -1.39213 0.44817
C 2.73257 -1.50514 -0.20236
C 2.26690 -1.86794 0.84599
C 0.90945 -2.67194 0.89882
C 0.29544 -2.55669 -0.31915
Cl -1.33602 -3.29868 -0.48816
C 0.77982 -1.71676 -1.53393
C 1.98104 -1.25255 -1.50861
C 1.06206 1.29946 1.51495
C -0.19944 0.98416 0.79563
H -7.57260 -0.75094 1.74207
H -7.31860 -2.43509 1.57122
H -5.91635 -1.27615 2.09116
H -7.10339 0.71776 0.07917
H -6.11053 -0.07252 -1.39059
H -4.94385 0.41035 1.43547
H -4.16795 -0.47091 0.21948
H -5.06065 2.36023 -0.03344
H -4.32436 1.75447 -1.49890
H -2.97666 2.26920 1.19475
H -0.79607 3.11033 0.94349
H -0.11996 3.89195 -1.13486
H 0.25493 2.46745 -1.75291
H 1.45489 3.98731 0.91649
H 2.26590 3.56189 -0.85192
H 2.23032 1.08380 -0.33221
H 3.55812 2.56156 1.84018
H 4.10231 2.47051 0.26392
H 4.77844 0.56195 2.15149
H 2.85223 -2.09182 1.60208
H 0.62314 -2.98635 1.65599
H 0.16942 -1.87911 -2.41370
H 2.47091 -0.63762 -2.18603
H 1.45236 0.42979 1.91523
H 1.01340 2.04431 2.12000
H -0.98722 0.71529 1.56006
H -0.05384 0.51463 -0.12058
*
```


Entry 2:
ORCA calculation (ωB97M-V with the def2-TZVPD basis set) on a structure of composition C18H27CrN6OS2.

- Gap between HOMO and LUMO (spin up / spin down): 5.47 / 7.63 eV
- HOMO level (spin up / spin down): -8.28 / -10.69 eV

The geometry in ORCA input format:
```
! RIJCOSX wB97M-V def2-TZVPD def2/J DEFGRID3
* xyz 1 5
Cr -0.25670 -0.42465 -0.55148
N 2.60480 1.96045 -2.43684
C 2.04820 1.03966 -1.58712
S 0.86760 1.64681 -0.41125
N 2.38008 -0.20581 -1.70706
N 1.58277 -0.98338 -0.87335
C 2.10271 -1.93519 -0.10248
C 3.41028 -2.58416 -0.34558
C 4.56383 -1.86306 -0.65358
C 5.75640 -2.52118 -0.91301
C 5.82201 -3.90674 -0.87949
C 4.68284 -4.63684 -0.57231
C 3.49199 -3.97927 -0.30751
C 1.28316 -2.23088 1.04041
C 1.67192 -3.07458 2.10258
C 0.87304 -3.20416 3.20542
C -0.32847 -2.47815 3.28589
C -0.63925 -1.64077 2.25102
N 0.11995 -1.50480 1.14818
H 2.59539 2.91856 -2.13074
H 3.43422 1.66381 -2.92759
H 4.52936 -0.78322 -0.67537
H 6.64282 -1.94321 -1.14018
H 6.75356 -4.41459 -1.09141
H 4.71920 -5.71810 -0.53930
H 2.61051 -4.56371 -0.07259
H 2.62263 -3.58335 2.05067
H 1.18130 -3.84111 4.02407
H -0.98087 -2.54777 4.14374
H -1.53717 -1.03648 2.29761
N -0.65007 0.10651 -2.60013
C -1.96367 -0.22675 -3.19299
C -3.09570 0.46949 -2.45368
C -3.31590 -0.00972 -1.02580
N -2.20489 0.42007 -0.13350
H -0.48054 1.10795 -2.67810
H 0.10150 -0.33623 -3.12630
H -2.09158 -1.30405 -3.12699
H -1.98640 0.04881 -4.24819
H -4.01955 0.30961 -3.01167
H -2.92622 1.55297 -2.45566
H -3.35713 -1.09820 -0.99546
H -4.26379 0.37759 -0.65141
H -2.46779 0.25275 0.83332
H -2.08713 1.42891 -0.20990
C -0.72801 -4.91670 -0.53231
S -0.98222 -3.71132 -1.81129
C -2.61569 -4.21693 -2.30366
O -1.16119 -2.40771 -1.06144
H -0.84487 -5.91172 -0.96230
H -1.46088 -4.73080 0.25331
H 0.28337 -4.79038 -0.15146
H -2.54436 -5.18036 -2.80788
H -2.99717 -3.47176 -2.99886
H -3.25044 -4.28086 -1.41940
*
```


Entry 3:
ORCA calculation (ωB97M-V with the def2-TZVPD basis set) on a structure of composition C18H27HgN5O7V.

- Gap between HOMO and LUMO (spin up / spin down): 5.11 / 5.27 eV
- HOMO level (spin up / spin down): -15.26 / -15.26 eV
- Energy relative to the best compared isomer or geometry (same formula, charge and spin): 37.3 kJ/mol

The geometry in ORCA input format:
```
! RIJCOSX wB97M-V def2-TZVPD def2/J DEFGRID3
* xyz 2 2
N 0.89267 1.12040 -1.88244
C 0.23762 2.18781 -2.07873
O -0.30879 3.17770 -2.40713
Hg 2.71953 -2.05500 -2.99458
V 1.16019 -0.25220 -0.57601
N 2.82885 0.12686 0.16589
N 1.16552 -2.02881 -1.70079
C 3.22836 1.45470 0.69050
C -0.13164 -2.38179 -2.39101
C 3.75605 2.27419 -0.48398
C 4.30682 1.34319 1.76846
C 2.03466 2.16756 1.30261
C -0.04927 -3.79204 -2.98441
C -1.31779 -2.37550 -1.42533
C -0.41162 -1.36543 -3.49317
H 4.64238 1.80013 -0.92126
H 4.02951 3.28006 -0.14049
H 2.98701 2.35955 -1.26229
H 3.99362 0.64938 2.55675
H 4.46082 2.32766 2.22607
H 5.27377 1.01800 1.36884
H 1.27244 2.43944 0.56368
H 2.39167 3.09671 1.76797
H 1.57495 1.54739 2.08315
H 0.75592 -3.89400 -3.72399
H -0.99021 -4.03613 -3.49964
H 0.11064 -4.54935 -2.20609
H -1.23645 -3.16488 -0.66693
H -2.23582 -2.56665 -2.00405
H -1.43651 -1.41632 -0.90496
H -0.47634 -0.34626 -3.09325
H -1.36588 -1.61449 -3.98245
H 0.36372 -1.36612 -4.27068
C 1.37045 -2.86499 -0.48394
H 1.39430 -2.21983 0.42168
H 0.58459 -3.62217 -0.36164
H 2.32357 -3.42108 -0.49883
C 3.97640 -0.77107 0.02143
H 4.22371 -1.27141 0.97347
H 3.79127 -1.55866 -0.72036
H 4.86347 -0.21501 -0.32140
O -0.82906 2.22580 0.00995
C -1.18355 1.14199 0.52106
O -0.50332 0.02249 0.46202
C -2.49963 1.11834 1.27336
C -3.10711 -0.07882 1.67237
C -4.34201 -0.04282 2.35883
C -4.94985 1.17340 2.69006
C -4.32226 2.36468 2.30526
C -3.11335 2.34211 1.57783
N -4.90248 3.62826 2.67932
O -5.96844 3.62682 3.33177
O -4.31463 4.67701 2.34054
N -4.99761 -1.27820 2.70372
O -4.45322 -2.35609 2.38304
O -6.08949 -1.22153 3.30918
H -2.63691 -1.03280 1.45368
H -5.88902 1.19387 3.23508
H -2.65223 3.27394 1.26225
*
```


Entry 4:
ORCA calculation (ωB97M-V with the def2-TZVPD basis set) on a structure of composition C18H27LuN3S2.

- Gap between HOMO and LUMO: 8.06 eV
- HOMO level: -18.15 eV
- Energy relative to the best compared isomer or geometry (same formula, charge and spin): 0.0 kJ/mol

The geometry in ORCA input format:
```
! RIJCOSX wB97M-V def2-TZVPD def2/J DEFGRID3
* xyz 3 1
Lu -0.23290 -0.32406 0.13385
S 0.55026 -2.87098 0.54056
S -0.41943 1.45521 -1.90654
C 1.67148 -3.43333 -0.81015
C -0.97802 -3.60623 -0.20008
C -1.40779 -2.95099 -1.51019
N -1.67944 -1.48313 -1.36100
C -1.89844 -0.83109 -2.69659
C -1.96219 0.69178 -2.58631
H -1.77718 -3.54941 0.56126
H -0.71432 -4.66039 -0.38798
H -2.31970 -3.43623 -1.88454
H -0.64281 -3.07559 -2.27903
H -2.83517 -1.22945 -3.11687
H -1.08898 -1.14990 -3.35992
H -2.79992 1.00402 -1.93380
H -2.10160 1.11373 -3.59355
C 0.71791 1.01504 -3.28679
H -2.57179 -1.41267 -0.85017
H 0.80475 -0.06182 -3.48075
H 1.70759 1.39411 -3.00048
H 0.37520 1.53207 -4.20038
H 2.66526 -3.03250 -0.58889
H 1.36405 -3.11153 -1.81348
H 1.68508 -4.53524 -0.76343
C -3.80749 -0.14868 2.21484
C -3.14215 0.43350 3.23217
H -3.88726 -1.24386 2.12094
H -4.48822 0.45126 1.58854
H -2.57057 -0.09593 4.00893
H -3.22610 1.52807 3.40088
C 4.23705 0.37085 -0.64877
C 4.53944 1.31419 0.33340
C 3.52665 1.75578 1.18028
C 2.22669 1.26679 1.04025
N 1.93857 0.30279 0.08875
C 2.93938 -0.12931 -0.73772
C 1.11992 1.84103 1.82599
C 1.29124 2.91195 2.71497
C 0.19851 3.51026 3.34002
C -1.08116 3.04944 3.04335
C -1.20949 2.02968 2.11525
N -0.14656 1.35467 1.59830
H 4.99740 0.02792 -1.33518
H 5.52701 1.73674 0.47144
H 3.70961 2.49574 1.95626
H 2.65830 -0.88276 -1.47163
H 2.29763 3.26847 2.91271
H 0.36963 4.32504 4.04741
H -1.96548 3.43725 3.52818
H -2.16443 1.63769 1.80570
*
```


Entry 5:
ORCA calculation (ωB97M-V with the def2-TZVPD basis set) on a structure of composition C18H27N2O5P2RuS.

- Gap between HOMO and LUMO (spin up / spin down): 6.40 / 4.83 eV
- HOMO level (spin up / spin down): -12.00 / -14.52 eV

The geometry in ORCA input format:
```
! RIJCOSX wB97M-V def2-TZVPD def2/J DEFGRID3
* xyz 2 6
Ru 0.78124 -0.23095 -0.33071
P -1.01920 -1.46613 -0.87263
C -1.10084 -0.88676 -2.61934
C -1.11301 0.59608 -2.61999
N -0.45324 1.16766 -1.57712
C -0.48362 2.48983 -1.38853
C -1.15251 3.30110 -2.29823
C -1.75933 2.75765 -3.40699
C -1.73426 1.37966 -3.59264
C 0.23803 3.01016 -0.19290
P 1.47494 1.72369 0.37687
H -2.16628 0.85739 -4.44037
H -1.15723 4.35805 -2.10831
H -2.26605 3.37295 -4.14871
H 0.75465 3.95022 -0.39862
H -0.43738 3.18888 0.65153
H 0.30745 -1.13041 -2.84048
H -1.75064 -1.42413 -3.31819
H 3.45156 -1.12143 -1.43908
O 1.21020 -0.86662 -2.43848
H 1.66155 -0.05648 -2.74058
H 2.70507 -1.04600 0.93293
O 4.13858 -0.75037 -0.88258
H 4.55338 -1.59559 -0.64198
C 2.98831 2.27903 -0.44639
H 3.19259 3.32789 -0.22578
H 3.81278 1.63933 -0.12824
H 2.86634 2.15696 -1.52382
C 1.73426 2.12663 2.13571
H 2.38772 1.35391 2.56227
H 2.21418 3.10859 2.25115
H 0.77001 2.11136 2.66153
C -2.68167 -1.22317 -0.27037
H -3.41883 -1.50441 -1.02846
H -2.80200 -1.84171 0.61800
H -2.80948 -0.17846 0.01247
C -0.70541 -3.23976 -1.07079
H -0.48857 -3.65772 -0.08020
H -1.58823 -3.72298 -1.51230
H 0.17102 -3.39070 -1.71651
O -1.18137 0.32544 2.37696
C -0.35547 -0.58216 2.53783
N 0.42118 -1.09065 1.47284
S 1.50431 -2.20046 1.93080
O 1.55813 -3.42955 1.18505
O 2.90225 -1.40774 1.82927
C 1.12015 -2.14326 3.56718
C 1.59630 -2.99626 4.56293
C 0.97915 -2.93122 5.81751
C -0.08431 -2.03229 6.05105
C -0.55875 -1.20674 5.02722
C 0.04172 -1.27517 3.77263
H 2.39529 -3.70665 4.34521
H 1.31840 -3.58886 6.62522
H -0.54216 -1.98971 7.04927
H -1.38476 -0.50930 5.16331
*
```


Entry 6:
ORCA calculation (ωB97M-V with the def2-TZVPD basis set) on a structure of composition C18H27N3O3S.

- Gap between HOMO and LUMO: 7.36 eV
- HOMO level: -7.61 eV
- Energy relative to the best compared isomer or geometry (same formula, charge and spin): 1943.1 kJ/mol

The geometry in ORCA input format:
```
! RIJCOSX wB97M-V def2-TZVPD def2/J DEFGRID3
* xyz 0 1
C -8.31599 -0.89254 0.83376
C -7.00893 0.00928 0.78613
O -6.99832 1.15345 1.37710
N -6.02212 -0.45614 0.05559
C -4.84010 0.07250 -0.19952
C -4.55610 1.39509 0.52666
C -3.31709 1.82845 0.36108
C -2.38008 1.23374 -0.70240
C -2.76794 0.00463 -1.19797
C -3.93843 -0.54121 -0.84121
C -4.68616 -1.57459 -1.25009
H -4.18495 -2.54272 -0.99343
H -4.63548 -2.02998 -2.46898
C -6.01696 -1.59287 -0.62432
H -6.81640 -1.69180 -1.56821
H -6.30995 -2.55062 0.13760
H -1.97194 -0.72121 -1.65950
S -0.75698 1.77194 -0.82826
O -0.56208 3.34309 -0.69967
O -0.30340 1.41153 -2.07247
N 0.11107 0.96975 0.16659
H -0.16163 1.46953 1.31964
C 1.57850 1.04930 0.04752
C 2.21840 -0.01237 1.10896
N 3.69523 -0.07621 0.48565
C 4.13557 -0.81775 -0.55694
C 5.51162 -1.50420 -0.49643
C 6.47566 0.01087 -0.22426
C 7.80882 -0.64953 0.02212
H 8.57854 0.18993 0.19023
H 8.00969 -1.22965 0.66193
H 8.17748 -1.10201 -1.14608
C 6.00435 0.55294 1.12348
C 4.48586 0.79910 0.96904
H 4.14259 1.30593 1.93595
H 4.45150 1.88810 0.23261
H 6.10508 -0.18848 1.75485
H 6.58368 1.41017 1.58786
H 6.34177 0.62339 -0.99005
H 5.65144 -1.65487 -1.35092
H 5.67716 -2.14531 0.45363
H 3.24756 -1.61468 -0.49021
H 3.84080 -0.16953 -1.35161
H 2.08949 0.13112 1.99478
H 1.68864 -0.97368 0.75508
H 1.83560 0.54808 -1.05870
H 2.11777 1.82218 0.13234
H -2.76728 2.76901 0.59780
H -5.16508 2.14273 0.97028
H -9.29119 -0.36775 1.38191
H -8.68424 -0.98400 -0.32147
H -8.10503 -1.82217 1.12252
*
```


Entry 7:
ORCA calculation (ωB97M-V with the def2-TZVPD basis set) on the molecule C18H27N3O3S.

- Gap between HOMO and LUMO: 9.10 eV
- HOMO level: -8.58 eV
- Energy relative to the best compared isomer or geometry (same formula, charge and spin): 238.4 kJ/mol
- SMILES string: C=CC[C@H](C[C@@H](O)COCCC)C(=O)NNC(=S)Nc1ccccc1

The geometry in ORCA input format:
```
! RIJCOSX wB97M-V def2-TZVPD def2/J DEFGRID3
* xyz 0 1
C -1.48287 -4.35279 0.64717
C -0.26490 -4.11077 0.19918
C 0.80710 -3.42458 0.98487
C 1.24966 -2.09385 0.33684
C 2.49882 -1.54557 1.03579
C 2.93974 -0.17014 0.49383
O 2.46839 0.86860 1.32067
C 4.47674 -0.03334 0.40655
O 4.94070 0.66246 -0.72086
C 5.02222 2.06985 -0.61694
C 3.70641 2.80733 -0.87621
C 3.19307 2.55764 -2.28887
C 0.08792 -1.12528 0.42255
O -0.04969 -0.25735 1.27377
N -0.82601 -1.27355 -0.55811
N -1.99534 -0.52183 -0.50498
C -3.12223 -1.02330 -1.05908
S -3.08108 -2.40647 -1.97614
N -4.29172 -0.36313 -0.88537
C -4.56250 0.84911 -0.24120
C -3.65672 1.90696 -0.21177
C -3.99338 3.08352 0.43414
C -5.22804 3.22670 1.04277
C -6.14267 2.18741 0.98714
C -5.81617 1.00732 0.34854
H -2.22450 -4.84566 0.04308
H -1.78860 -4.06247 1.63975
H 0.01663 -4.41596 -0.80123
H 1.68196 -4.07760 1.04068
H 0.46217 -3.22954 2.00225
H 1.47658 -2.27103 -0.71927
H 3.30025 -2.27479 0.91256
H 2.30268 -1.43986 2.10495
H 2.54346 -0.04832 -0.52886
H 1.52653 0.70372 1.50054
H 4.82589 0.44354 1.33174
H 4.92824 -1.02622 0.32382
H 5.40717 2.34620 0.37491
H 5.75912 2.35852 -1.37391
H 2.97009 2.48225 -0.14162
H 3.88336 3.87453 -0.72694
H 2.21862 3.01942 -2.43176
H 3.10458 1.48901 -2.46960
H 3.88263 2.96846 -3.02372
H -0.92407 -2.09838 -1.15230
H -2.01565 0.08203 0.31484
H -5.09446 -0.86954 -1.23643
H -2.71107 1.83198 -0.72444
H -3.28351 3.89638 0.45200
H -5.48178 4.14641 1.54641
H -7.11467 2.29522 1.44414
H -6.52913 0.19670 0.30413
*
```


Entry 8:
ORCA calculation (ωB97M-V with the def2-TZVPD basis set) on a cluster of 9 separate species, C18H27N9 in total.

- Gap between HOMO and LUMO: 11.45 eV
- HOMO level: -11.34 eV
- Energy relative to the best compared isomer or geometry (same formula, charge and spin): 61.3 kJ/mol
- SMILES string: CC#N.CC#N.CC#N.CC#N.CC#N.CC#N.CC#N.CC#N.CC#N

The geometry in ORCA input format:
```
! RIJCOSX wB97M-V def2-TZVPD def2/J DEFGRID3
* xyz 0 1
C 2.16559 2.19873 1.39606
C 3.16427 1.34126 2.02694
N 3.94130 0.69242 2.56897
H 1.90775 3.01575 2.07438
H 1.23255 1.69411 1.16718
H 2.57027 2.68908 0.51225
C -4.29110 -2.78003 2.08883
C -3.56616 -2.80875 0.82928
N -2.96712 -2.81166 -0.14898
H -3.99366 -3.62830 2.70392
H -5.36911 -2.83784 1.95357
H -4.05169 -1.86071 2.62072
C 2.53331 -3.78704 0.67072
C 2.24664 -3.32745 -0.67363
N 2.07823 -2.88731 -1.71602
H 1.65671 -3.70955 1.30688
H 3.37105 -3.18625 1.04202
H 2.98585 -4.78077 0.67687
C -1.28620 0.09324 -3.05668
C -2.09536 0.90287 -3.94734
N -2.74087 1.53802 -4.65214
H -1.83842 -0.67790 -2.51574
H -0.76520 0.71871 -2.33401
H -0.51101 -0.49971 -3.54694
C -0.70598 -6.10964 2.53076
C -0.82859 -4.64457 2.42599
N -0.92665 -3.50674 2.34756
H -0.19381 -6.47885 1.64941
H -1.70005 -6.51812 2.69840
H -0.13847 -6.33630 3.43368
C 3.89466 2.11950 -3.93534
C 2.95182 1.43327 -3.05077
N 2.19570 0.94301 -2.33839
H 3.42851 3.07432 -4.20020
H 3.95429 1.57008 -4.87242
H 4.84700 2.33383 -3.46650
C 0.06263 -0.80343 -0.01679
C -0.73898 0.36213 0.36521
N -1.35631 1.29504 0.61902
H -0.63281 -1.64190 0.02018
H 0.84910 -0.95776 0.72158
H 0.52480 -0.63953 -0.98670
C -1.84648 3.92919 2.91333
C -3.04380 4.71639 3.20335
N -3.97499 5.34901 3.41877
H -2.07504 2.87113 2.81612
H -1.12462 4.22930 3.67024
H -1.48541 4.20462 1.92011
C 0.15829 3.81130 -1.69492
C 0.43346 4.21762 -3.07449
N 0.71181 4.58140 -4.12597
H 1.12913 3.79561 -1.19570
H -0.36286 2.86564 -1.61690
H -0.38400 4.63351 -1.22573
*
```


Going through the records in order, we get calculated total energy values of -53613.2646; -80180.3013; -70724.5389; -78841.0767; -64295.8949; -40533.7320; -40551.3999; -32511.9551 eV.